{
  "formula": "C24H38N10O14",
  "method": "ωB97M-V/def2-TZVPD",
  "de_lowest_kcal_mol": 268.9,
  "total_charge": -2,
  "e_homo_ev": 1.011,
  "fmax_ev_per_a": 12.0,
  "symbols": ["C", "O", "O", "O", "C", "C", "C", "C", "C", "C", "O", "O", "H", "H", "H", "H", "H", "H", "C", "C", "C", "C", "C", "C", "O", "O", "H", "H", "H", "H", "H", "H", "C", "C", "C", "C", "C", "C", "O", "O", "H", "H", "H", "H", "H", "H", "C", "O", "N", "N", "H", "H", "H", "H", "C", "O", "N", "N", "H", "H", "H", "H", "C", "O", "N", "N", "H", "H", "H", "H", "C", "O", "N", "N", "H", "H", "H", "H", "C", "O", "N", "N", "H", "H", "H", "H"],
  "xyz": [[-0.009323, 1.172983, 0.293889], [0.465541, 1.476421, 1.387305], [0.721304, 1.031209, -0.707519], [-1.232485, 0.962328, 0.310708], [-0.116047, 1.446930, -7.527990], [0.512341, 2.117582, -8.624243], [1.343303, 3.223008, -8.394724], [1.679340, 3.552218, -7.044167], [1.168461, 2.776248, -5.965345], [0.248388, 1.742540, -6.279671], [0.044026, 0.826507, -5.323460], [1.762345, 4.016618, -9.410640], [-0.739997, 0.615059, -7.819648], [0.245755, 1.798523, -9.621003], [2.260529, 4.456365, -6.938649], [1.507754, 2.910828, -4.948897], [0.456290, 1.064782, -4.489870], [1.606986, 4.898263, -9.063992], [-3.739838, -4.159811, 0.720301], [-4.417161, -5.012413, 1.534421], [-4.825100, -6.200396, 0.922120], [-4.617866, -6.452686, -0.452994], [-4.059592, -5.469680, -1.233778], [-3.545603, -4.321361, -0.618610], [-3.059286, -3.384768, -1.440005], [-5.571436, -7.008785, 1.697206], [-3.419434, -3.253740, 1.213022], [-4.767085, -4.808053, 2.535515], [-4.940905, -7.422378, -0.801918], [-4.083486, -5.510816, -2.312735], [-2.925013, -2.630292, -0.861787], [-6.167776, -6.586454, 2.319794], [0.392252, -1.330430, 8.510649], [0.817031, -2.438953, 9.218663], [1.790896, -3.293848, 8.647488], [2.019352, -3.178006, 7.260459], [1.514482, -2.080981, 6.553068], [0.809539, -1.137817, 7.215653], [0.616155, -0.021837, 6.548854], [2.302651, -4.363119, 9.238044], [-0.323796, -0.618526, 8.893887], [0.426321, -2.469312, 10.225053], [2.754017, -3.873305, 6.882020], [1.840085, -1.885389, 5.542065], [1.067854, -0.068116, 5.703026], [2.003053, -4.731447, 10.072411], [-6.617104, 1.563550, 0.799944], [-5.992109, 2.164592, 1.597262], [-7.848449, 1.754722, 0.612247], [-6.107696, 0.885355, -0.179203], [-8.355340, 1.565468, -0.240594], [-8.316214, 2.297031, 1.324425], [-6.620547, 0.234816, -0.757015], [-5.112472, 1.021290, -0.073532], [5.380956, 3.236992, -2.265361], [6.498150, 3.604496, -2.442257], [4.538150, 3.827589, -1.455950], [4.794152, 2.140971, -2.619016], [3.712240, 3.309617, -1.191992], [4.744802, 4.806381, -1.316799], [3.879307, 2.006256, -2.212798], [5.272794, 1.331007, -2.986364], [5.487079, 1.270635, 3.057230], [6.621791, 1.444019, 3.442470], [4.893038, 0.245233, 2.520238], [4.565916, 2.049968, 3.186571], [4.131447, 0.472123, 1.896843], [5.336185, -0.660411, 2.460812], [4.850203, 2.972207, 3.484459], [3.698013, 1.843054, 2.713263], [3.175034, -3.831667, -0.207134], [3.649289, -4.983177, -0.031191], [3.494260, -2.860493, -1.006484], [2.211426, -3.338871, 0.586928], [2.949308, -2.010606, -1.034879], [4.453476, -2.814430, -1.319358], [1.782700, -3.855527, 1.341496], [1.984664, -2.368174, 0.424397], [-2.029171, 5.736913, -2.171800], [-2.016677, 6.172063, -1.034280], [-2.017664, 4.439297, -2.458560], [-2.295597, 6.434535, -3.296331], [-1.843275, 3.727960, -1.763076], [-2.037281, 4.314504, -3.460619], [-2.477241, 6.032553, -4.204906], [-2.232368, 7.442465, -3.283060]],
  "forces_ev_per_angstrom": [[-0.624, -0.494, 0.760], [3.459, 1.544, 4.531], [2.315, -0.430, -3.942], [-4.400, -0.878, -1.747], [0.602, 0.327, -4.074], [-0.550, 0.610, 1.200], [-1.014, -1.566, 2.249], [-1.316, -1.062, -0.242], [0.050, 0.967, -2.577], [2.750, 0.435, 2.781], [-1.265, -0.867, 0.509], [0.215, 0.530, -0.607], [-0.089, -0.168, 0.571], [0.082, 0.203, -0.172], [0.368, -0.074, 0.502], [-0.077, 0.161, 0.079], [-0.105, 0.132, 0.387], [0.297, 0.351, -0.399], [0.767, 2.276, 1.488], [-0.554, -1.900, -1.603], [-0.039, 1.788, 0.230], [-0.453, -0.336, 1.753], [0.369, 0.216, 0.219], [-1.289, -1.717, -1.265], [0.410, 0.659, 0.242], [-0.913, -2.776, 0.155], [0.279, 0.480, -0.286], [0.475, 0.224, 0.137], [-0.221, 0.104, -0.394], [0.332, -0.230, -0.074], [0.536, 0.865, -0.355], [0.391, 0.493, -0.241], [-0.567, 0.151, -0.164], [0.823, 0.308, -0.184], [-3.019, 1.289, -1.021], [0.411, 0.611, 1.113], [1.936, -2.430, 0.455], [0.303, -0.332, -0.249], [-1.254, 2.435, -0.194], [1.972, -2.216, 0.592], [0.088, 0.047, 0.377], [0.308, -0.653, 0.276], [-0.183, -0.089, -0.508], [-0.077, -0.199, -0.216], [-0.161, 0.205, -0.251], [-0.610, 0.918, -0.089], [1.598, 0.533, -1.191], [2.412, 1.422, 3.641], [-8.706, 1.301, 0.518], [3.213, -2.159, -2.043], [0.346, -0.013, 0.346], [-0.097, -0.062, -0.317], [0.721, 0.158, 0.212], [0.561, -1.151, -1.093], [0.220, -0.008, 1.643], [3.065, 1.004, -1.566], [-1.412, 3.266, 1.967], [-1.380, -4.954, -2.549], [-0.227, 1.259, 0.493], [-0.720, -0.257, 0.643], [0.153, -0.794, -0.580], [-0.005, 0.377, 0.085], [4.981, -3.496, 0.276], [2.094, -0.452, 0.474], [0.192, -6.530, -2.856], [-6.542, 9.811, 1.954], [0.099, -1.005, -0.036], [-0.032, 0.317, -0.380], [-0.775, 0.230, -0.225], [-0.395, 1.130, 0.680], [-0.749, -3.407, 3.742], [-0.128, 1.978, -1.153], [2.917, 1.913, -3.841], [-1.666, 0.055, 1.307], [0.290, -0.086, -0.064], [-0.352, -0.028, -0.321], [0.124, 0.091, -0.455], [-0.633, -0.248, 0.799], [-1.236, -0.845, 1.915], [0.594, 0.979, -0.311], [0.282, -1.081, -0.913], [-0.098, 2.779, -1.709], [0.120, -0.194, -0.136], [0.281, -1.350, 0.605], [0.200, -0.057, 0.470], [-0.064, -0.336, 0.219]]
}